Density functional theory data (wB97M-V/def2-TZVPD) for a 11-piece molecular cluster, C50H104N13O15 overall in a non-equilibrium geometry.

Lowest unoccupied orbital energy   -0.4104 Ha
Total charge   +7
Total energy   -3804.92841 Ha
Frontier orbital gap   3.73 eV

Structure (XYZ):
```
182
Properties=species:S:1:pos:R:3:lowdin_charge:R:1
C -28.54928 5.15292 -7.37820 0.05
N -28.34924 5.45597 -5.90918 -0.05
C -29.38646 5.77837 -5.11858 0.05
C -29.18429 6.01444 -3.76254 0.04
C -27.91808 5.91054 -3.28202 -0.12
C -26.78936 5.61912 -4.16654 0.05
C -27.05835 5.33705 -5.45496 0.01
C -27.56050 6.11865 -1.85218 -0.12
C -26.70080 5.22898 -1.22251 0.04
C -26.26612 5.53410 0.01116 0.01
N -26.61214 6.66768 0.59808 -0.08
C -27.47920 7.52918 0.04336 0.04
C -27.96466 7.27980 -1.20324 0.07
C -26.05704 7.00401 1.88929 0.04
H -28.05760 6.05083 -7.77106 0.12
H -29.63549 5.17132 -7.51597 0.06
H -28.02841 4.25196 -7.70185 0.10
H -30.30675 6.05013 -5.61293 0.13
H -30.08193 6.17181 -3.13957 0.16
H -25.81142 5.62694 -3.76557 0.12
H -26.23079 5.09749 -6.12834 0.16
H -26.39321 4.26426 -1.58760 0.15
H -25.56749 4.90878 0.50832 0.15
H -27.74259 8.31972 0.66865 0.14
H -28.63183 8.01569 -1.66865 0.15
H -26.87003 7.12750 2.64698 0.14
H -25.48464 7.93418 1.77835 0.13
H -25.35533 6.24050 2.19172 0.11
C -42.68750 13.91166 -9.95424 0.07
N -41.35633 13.24949 -10.05460 -0.07
C -40.34027 14.09848 -10.17190 0.01
C -39.03894 13.65690 -10.21624 0.06
C -38.78161 12.30168 -10.14453 -0.13
C -39.87254 11.44884 -10.00604 0.05
C -41.15572 11.93611 -9.92896 0.03
C -37.45104 11.69776 -10.30259 -0.10
C -37.11961 10.56928 -9.56390 0.05
C -35.81935 10.04124 -9.50830 0.05
N -34.85959 10.59070 -10.25665 -0.07
C -35.09222 11.64833 -11.04356 0.02
C -36.34789 12.22557 -11.05697 0.08
C -33.47216 10.06976 -10.12020 0.04
H -42.87443 14.18209 -8.92117 0.12
H -43.38516 13.24562 -10.41618 0.11
H -42.57553 14.84048 -10.51955 0.11
H -40.55681 15.17698 -10.18108 0.17
H -38.24802 14.44067 -10.25854 0.16
H -39.69658 10.36298 -9.89181 0.15
H -41.97375 11.31798 -9.57550 0.17
H -37.80827 10.24657 -8.76851 0.14
H -35.53352 9.25084 -8.85496 0.15
H -34.30353 12.02047 -11.63387 0.15
H -36.41156 13.07981 -11.71675 0.14
H -33.42889 9.28339 -9.41489 0.06
H -32.78121 10.90759 -9.82675 0.14
H -33.10447 9.63419 -11.06094 0.12
C -35.90289 -6.34895 -10.94820 -0.05
C -35.36612 -6.37324 -9.57829 -0.34
C -35.18758 -4.99029 -8.89376 -0.20
O -34.93889 -5.15836 -7.52410 -0.21
C -34.05918 -4.16992 -6.94583 -0.04
N -36.21132 -7.28177 -8.75615 0.23
H -37.20019 -7.18083 -8.99234 0.18
H -35.92456 -8.23946 -9.02245 0.19
H -35.96096 -7.21652 -7.76003 0.17
H -36.31828 -7.30671 -11.30744 0.10
H -35.11816 -6.21265 -11.69267 0.10
H -36.63954 -5.54208 -11.15391 0.11
H -34.34468 -6.79561 -9.57554 0.17
H -35.99785 -4.25212 -9.11606 0.15
H -34.34565 -4.51561 -9.44776 0.14
H -33.15245 -3.91798 -7.52402 0.11
H -33.82884 -4.64607 -5.98332 0.10
H -34.73154 -3.35268 -6.84647 0.08
C -36.31032 -5.36759 -18.13116 -0.03
C -35.68628 -4.81481 -19.34784 -0.32
C -34.16222 -4.64952 -19.44168 -0.12
O -34.00189 -3.80665 -20.62988 -0.22
C -32.63190 -3.51113 -20.92300 -0.05
N -35.95273 -5.51839 -20.62063 0.25
H -35.48497 -6.39483 -20.64389 0.17
H -36.93178 -5.65347 -20.77400 0.18
H -35.56117 -4.98300 -21.36349 0.15
H -36.31443 -4.62172 -17.33036 0.11
H -35.85363 -6.23757 -17.69671 0.09
H -37.38663 -5.62591 -18.32582 0.12
H -36.09859 -3.82411 -19.47696 0.16
H -33.60310 -5.53024 -19.66952 0.13
H -33.73016 -4.14461 -18.61221 0.13
H -32.58825 -2.79243 -21.68095 0.08
H -32.08050 -4.43471 -21.21585 0.11
H -32.26172 -3.09717 -20.01288 0.08
C -21.08277 4.41770 -12.96130 -0.02
C -22.15044 5.27420 -13.65199 -0.30
C -22.73136 4.62635 -14.94132 -0.22
O -23.65795 5.44243 -15.54101 -0.18
C -24.02040 4.96544 -16.79531 -0.08
N -23.27250 5.74390 -12.74523 0.20
H -24.07120 5.06727 -12.52109 0.12
H -22.96770 6.25958 -11.88545 0.18
H -23.85062 6.43927 -13.26589 0.17
H -20.86313 4.85237 -11.99135 0.09
H -20.22632 4.39891 -13.60203 0.09
H -21.52619 3.44714 -12.85461 0.08
H -21.64805 6.21095 -13.96270 0.16
H -23.18999 3.69476 -14.60151 0.13
H -21.92072 4.37081 -15.61886 0.14
H -24.21060 3.88615 -16.70047 0.09
H -23.12853 5.05024 -17.39129 0.10
H -24.94095 5.40446 -17.14668 0.10
C -21.25198 -8.13354 -28.55322 -0.04
C -21.20597 -6.64423 -28.03618 -0.29
C -20.55157 -6.76786 -26.59546 -0.15
O -20.81080 -5.61315 -25.83526 -0.20
C -20.82107 -5.55363 -24.54482 -0.20
N -20.53976 -5.70548 -28.94116 0.21
H -20.38035 -4.73571 -28.62144 0.19
H -19.58999 -5.97006 -29.33050 0.21
H -21.06851 -5.77426 -29.83812 0.19
H -20.24647 -8.56481 -28.83167 0.11
H -21.91354 -8.20156 -29.44036 0.09
H -21.66589 -8.86762 -27.82209 0.10
H -22.25047 -6.24904 -27.83996 0.18
H -19.46480 -6.71109 -26.66479 0.13
H -20.56867 -7.65047 -25.95508 0.14
H -20.70894 -6.45354 -23.95716 0.09
H -21.38086 -4.57882 -24.09581 0.13
H -20.06552 -4.67899 -24.27458 0.11
C -21.98731 -3.93444 -11.45262 0.02
N -20.56003 -3.89887 -10.92297 -0.35
C -19.98063 -2.62966 -11.41049 0.01
C -20.69085 -3.92401 -9.38839 0.04
C -19.86088 -5.09091 -11.48809 -0.11
C -19.50991 -5.27077 -12.93801 -0.23
O -20.52776 -4.88428 -13.79540 -0.03
H -22.55983 -4.76440 -11.07839 0.12
H -21.94471 -4.08252 -12.50619 0.08
H -22.40391 -2.98821 -11.21433 0.10
H -20.47918 -1.74483 -11.05726 0.10
H -20.11427 -2.62031 -12.50671 0.12
H -18.91151 -2.63135 -11.07403 0.14
H -21.46482 -3.21569 -9.07551 0.11
H -19.79408 -3.60022 -8.91060 0.10
H -20.96948 -4.92793 -8.99576 0.13
H -20.45944 -5.93724 -11.17657 0.14
H -18.90436 -5.05218 -10.94676 0.15
H -19.34083 -6.35991 -13.01164 0.15
H -18.59021 -4.70830 -13.11800 0.13
H -20.46496 -5.16555 -14.67222 0.09
C -29.18647 3.61177 -12.61234 0.02
N -29.47507 2.37526 -13.46774 -0.37
C -30.89827 2.19755 -13.69485 0.00
C -28.74980 2.66918 -14.71931 -0.01
C -28.93421 1.08940 -12.83320 -0.07
C -27.61535 1.28552 -12.12090 -0.21
O -26.50326 1.66604 -12.93657 -0.08
H -29.82957 4.42462 -12.91793 0.11
H -28.20688 3.96185 -12.68213 0.07
H -29.36361 3.39907 -11.55746 0.12
H -31.04753 1.08654 -13.77172 0.11
H -31.22198 2.73467 -14.61678 0.12
H -31.42261 2.60366 -12.84621 0.11
H -27.67836 2.57570 -14.39085 0.10
H -29.07765 3.63429 -15.19334 0.13
H -28.94089 1.87653 -15.43008 0.11
H -29.04209 0.27890 -13.58230 0.16
H -29.65359 0.89283 -12.05662 0.14
H -27.39710 0.31856 -11.77040 0.11
H -27.68270 1.99786 -11.27643 0.13
H -25.96397 2.36657 -12.52804 0.07
N -31.59629 6.43137 -8.52622 -0.73
O -32.14052 7.17426 -9.29274 -0.03
O -31.51479 6.71804 -7.35905 -0.05
O -31.18504 5.38105 -8.88591 -0.02
N -31.73847 -2.39278 -12.82660 -0.60
O -30.67637 -2.87198 -13.44230 -0.14
O -32.06842 -1.15678 -13.01389 -0.14
O -32.33262 -3.11113 -12.03533 -0.06
N -25.76947 5.00675 -10.50995 -0.61
O -26.79882 4.64446 -9.96951 -0.02
O -25.45862 4.45204 -11.58482 -0.09
O -25.07596 5.88327 -9.95142 -0.02
```